[1]
# C24H14F5NO4PS3Zr

A structure of composition C24H14F5NO4PS3Zr (ωB97M-V/def2-TZVPD, the Open Molecules 2025 dataset).

* LUMO energy: -4.391 eV
* HOMO level: -12.08 eV
* ΔE to the lowest compared entry with this formula, charge and spin: 0.000 eV
* frontier orbital gap: 7.69 eV
* maximum force: 0.23 eV Å⁻¹
* total charge: +1

Atoms and positions in Å:
Zr  -0.37487  2.02186  -0.87510
O  -1.67276  1.60506  0.72387
S  -0.79819  2.09163  1.89104
O  -1.47610  2.91553  2.81747
O  0.34102  2.69685  1.13565
C  -0.17029  0.65481  2.68157
C  -0.37730  0.55926  4.04890
C  0.16504  -0.51493  4.73916
C  0.91378  -1.46397  4.06294
C  1.11425  -1.35473  2.69275
C  0.56736  -0.29960  1.97396
P  0.83952  -0.24578  0.16316
C  2.62623  -0.45665  -0.00114
C  3.21627  -1.69554  -0.24110
C  4.59833  -1.80019  -0.28806
C  5.38933  -0.67757  -0.09006
C  4.80287  0.55666  0.15628
C  3.42338  0.67093  0.19742
C  0.04408  -1.75092  -0.45080
C  -0.91766  -2.42903  0.29285
C  -1.56581  -3.52903  -0.25120
C  -1.25659  -3.95506  -1.53340
C  -0.30119  -3.27757  -2.28119
C  0.34139  -2.17467  -1.74712
H  -0.94705  1.32269  4.55950
H  0.00909  -0.60001  5.80557
H  1.34704  -2.29608  4.60128
H  1.70253  -2.10279  2.17550
H  2.60404  -2.57500  -0.39357
H  5.05776  -2.76081  -0.47833
H  6.46691  -0.76498  -0.12832
H  5.42094  1.43057  0.31130
H  2.96825  1.63528  0.38670
H  -1.17164  -2.10469  1.29352
H  -2.31263  -4.05218  0.33062
H  -1.75981  -4.81553  -1.95362
H  -0.06004  -3.60881  -3.28231
H  1.08111  -1.64807  -2.33914
F  -5.99818  2.85304  -1.42530
C  -4.80813  2.42684  -1.78658
C  -3.99806  3.23684  -2.57389
F  -4.43733  4.41893  -2.96870
C  -2.74519  2.78976  -2.94526
F  -2.00952  3.54933  -3.73493
C  -2.25414  1.53969  -2.52220
S  -0.65445  0.94351  -3.02528
C  -3.12149  0.73808  -1.75828
F  -2.72067  -0.46386  -1.36915
C  -4.37441  1.17275  -1.37857
F  -5.15657  0.41251  -0.62992
O  1.66835  2.80161  -1.43349
S  1.09403  4.18705  -1.71080
N  -0.36283  4.18700  -1.44422

Atoms 1-3, force components in eV/Å:
Zr 0.119 0.158 -0.122
O -0.028 -0.037 0.050
S -0.065 -0.052 -0.048

Atom charges from the Mulliken analysis, given in e for atoms 1 to 6: number 1, Zr, carries 0.8413; number 2, O, carries -0.5591; number 3, S, carries 1.6654; number 4, O, carries -0.6628; number 5, O, carries -0.6651; number 6, C, carries 0.3945


[2]
# C24H15AuBrF10N3O2

A structure of composition C24H15AuBrF10N3O2 (ωB97M-V/def2-TZVPD, the Open Molecules 2025 dataset).

* LUMO energy (alpha / beta): 0.311 / -2.929 eV
* HOMO level (alpha / beta): -7.79 / -7.54 eV
* frontier orbital gap (alpha / beta): 8.10 / 4.61 eV
* 2S+1: 3
* maximum force: 1.24 eV Å⁻¹
* total charge: 0

Atoms and positions in Å:
Au  0.00893  1.13390  -0.88254
C  0.00673  3.98610  0.74376
N  0.00643  3.40890  -0.59444
C  -1.22227  3.73610  -1.31684
C  -2.39107  2.95690  -0.71884
N  -2.08377  1.54940  -0.71604
C  -2.71337  0.69180  0.11006
C  -3.19577  0.92770  1.42016
F  -3.07867  2.14640  1.98336
C  -3.75637  -0.07460  2.19256
F  -4.21467  0.21120  3.41536
C  -3.83977  -1.38020  1.71576
F  -4.36297  -2.34600  2.47186
C  -3.38217  -1.65750  0.42746
F  -3.46327  -2.90010  -0.05394
C  -2.87147  -0.64030  -0.35414
F  -2.57297  -0.89520  -1.62634
C  1.23453  3.73610  -1.31794
C  2.40483  2.96250  -0.71574
N  2.09713  1.55500  -0.69634
C  2.71293  0.70950  0.15336
C  2.88893  -0.62690  -0.29154
F  2.61843  -0.89890  -1.56644
C  3.38933  -1.63060  0.51396
F  3.49023  -2.87840  0.04746
C  3.81323  -1.33660  1.80836
F  4.32283  -2.29090  2.58916
C  3.70793  -0.02660  2.27056
F  4.12933  0.27440  3.50226
C  3.16013  0.96340  1.47206
F  3.01683  2.18650  2.01976
H  0.00643  5.08040  0.68956
H  0.88553  3.66200  1.29266
H  -0.87167  3.66110  1.29306
H  -1.09637  3.42290  -2.35434
H  -1.43007  4.81320  -1.28374
H  -3.27327  3.09860  -1.35964
H  -2.64857  3.34890  0.26846
H  1.43973  4.81370  -1.28964
H  1.10943  3.41800  -2.35394
H  2.66763  3.36500  0.26606
H  3.28453  3.09580  -1.36184
Br  0.00793  -7.68000  -1.19744
C  0.00413  -5.78700  -1.00774
C  0.00323  -4.99520  -2.14524
C  0.00323  -3.62250  -2.00444
C  0.00413  -3.04410  -0.73734
C  0.00273  -3.85050  0.39516
C  0.00333  -5.22680  0.25946
C  0.00733  -1.56020  -0.63434
O  -0.00627  -0.97350  0.46606
O  0.02383  -0.91370  -1.71914
H  0.00383  -5.44270  -3.12644
H  0.00273  -2.97760  -2.87044
H  0.00173  -3.40090  1.37466
H  0.00443  -5.85780  1.13446

Atoms 1-3, force components in eV/Å:
Au 0.084 0.745 -0.219
C 0.003 -0.064 0.274
N -0.022 0.042 -0.166

Atom charges from the Mulliken analysis, given in e for atoms 1 to 6: number 1, Au, carries 0.6170; number 2, C, carries -0.9501; number 3, N, carries 0.4099; number 4, C, carries -1.0448; number 5, C, carries -0.7158; number 6, N, carries -0.4172


[3]
# C24H15BrCoF4N2O2PS4

A structure of composition C24H15BrCoF4N2O2PS4 (ωB97M-V/def2-TZVPD, the Open Molecules 2025 dataset).

* LUMO energy (alpha / beta): 2.431 / 2.429 eV
* HOMO level (alpha / beta): -3.70 / -3.81 eV
* ΔE to the lowest compared entry with this formula, charge and spin: 0.000 eV
* frontier orbital gap (alpha / beta): 6.13 / 6.24 eV
* 2S+1: 2
* maximum force: 0.43 eV Å⁻¹
* total charge: -1

Atoms and positions in Å:
Co  -0.93866  -0.43974  0.34657
O  -1.80698  1.02693  -0.62862
N  -3.05295  0.80599  -0.82998
N  -3.41647  -0.36790  -0.50856
O  -2.57717  -1.28505  -0.06764
C  -4.79479  -0.73688  -0.62546
C  -5.68793  0.05425  -1.33540
C  -7.01227  -0.34164  -1.41489
C  -7.43734  -1.51227  -0.79752
C  -6.52786  -2.28709  -0.09432
C  -5.19626  -1.90603  -0.00228
H  -5.34366  0.96178  -1.80825
H  -7.71608  0.26951  -1.96543
H  -8.47441  -1.81532  -0.86428
H  -6.85166  -3.19676  0.39476
H  -4.46531  -2.48277  0.54597
F  3.57337  5.61457  -0.44911
C  3.02487  4.41265  -0.25770
C  3.71326  3.27370  -0.61481
F  4.93225  3.37054  -1.15228
C  3.12924  2.03947  -0.40066
F  3.86820  0.97648  -0.74205
C  1.85882  1.88017  0.13769
P  1.20039  0.11986  0.32082
C  1.64687  -0.47118  -1.35762
C  1.23196  0.38889  -2.37877
C  1.39249  0.04225  -3.71049
C  1.96233  -1.17769  -4.04549
C  2.34317  -2.05176  -3.03940
C  2.17809  -1.70798  -1.70417
C  2.34068  -0.34168  1.65778
C  1.98641  0.17167  2.90444
C  2.75280  -0.11855  4.02290
C  3.87291  -0.92592  3.90759
C  4.22686  -1.43909  2.66703
C  3.46527  -1.14798  1.54518
C  1.19656  3.04904  0.52779
Br  -0.44846  3.07644  1.42893
C  1.77632  4.29446  0.32062
F  1.15788  5.42178  0.68383
H  0.75242  1.32903  -2.12865
H  1.05930  0.72193  -4.48468
H  2.08778  -1.45428  -5.08489
H  2.75695  -3.02046  -3.29001
H  2.41717  -2.43527  -0.94451
H  1.07728  0.75267  3.01378
H  2.45095  0.26593  4.98874
H  4.46532  -1.16370  4.78251
H  5.10025  -2.07153  2.56873
H  3.76130  -1.55549  0.59195
S  -1.52908  0.10996  2.68077
S  -1.69583  -1.85526  3.29040
S  0.12273  -2.63944  2.73511
S  0.09077  -2.48124  0.66399

Atoms 1-3, force components in eV/Å:
Co 0.349 -0.033 0.245
O -0.102 -0.067 0.019
N 0.049 -0.092 0.030

Atom charges from the Mulliken analysis, given in e for atoms 1 to 6: number 1, Co, carries -0.4055; number 2, O, carries -0.3900; number 3, N, carries -0.4551; number 4, N, carries 1.0594; number 5, O, carries -0.5926; number 6, C, carries 0.0942


[4]
# C24H15BrFN11OZr

A structure of composition C24H15BrFN11OZr (ωB97M-V/def2-TZVPD, the Open Molecules 2025 dataset).

* LUMO energy: -1.537 eV
* HOMO level: -8.71 eV
* ΔE to the lowest compared entry with this formula, charge and spin: 0.250 eV
* frontier orbital gap: 7.17 eV
* maximum force: 0.90 eV Å⁻¹
* total charge: 0

Atoms and positions in Å:
Zr  0.22191  0.08400  0.65415
Br  -2.24322  -6.70566  -0.45650
C  -1.26928  -5.16029  0.01515
C  -0.83168  -4.99732  1.33331
C  -0.11115  -3.88373  1.70395
C  0.15917  -2.88027  0.77011
O  0.82831  -1.78945  1.13804
C  -0.28500  -3.04302  -0.55996
C  0.04295  -2.09624  -1.60780
N  0.42796  -0.88993  -1.39798
C  1.02144  -0.07702  -2.40284
C  0.65017  -0.01370  -3.71062
C  1.33756  0.85501  -4.59004
C  2.36756  1.62998  -4.14374
C  2.75417  1.58923  -2.78114
C  3.79776  2.37292  -2.23342
C  4.07985  2.29110  -0.90199
C  3.29151  1.44967  -0.08925
N  2.32348  0.70216  -0.56100
C  2.06609  0.74269  -1.90333
C  -0.98002  -4.20771  -0.92796
H  -1.06043  -5.76010  2.06562
H  0.23626  -3.75390  2.71915
H  -0.00072  -2.46843  -2.63312
H  -0.18627  -0.59742  -4.07279
H  1.02671  0.90636  -5.62430
H  2.88886  2.29856  -4.81680
H  4.35857  3.03815  -2.87871
H  4.86612  2.87684  -0.44845
H  3.44981  1.41392  0.98263
H  -1.29697  -4.33950  -1.95492
N  0.45195  3.57110  1.77300
C  -0.09400  3.34716  0.52821
N  -0.61220  4.27552  -0.24114
N  -0.99995  3.59866  -1.35704
N  -0.73372  2.35583  -1.25776
N  -0.14125  2.13920  -0.04032
C  0.88538  2.57930  2.61768
N  1.29017  2.78888  3.84644
N  1.62180  1.54778  4.30617
N  1.44315  0.65565  3.42317
N  0.95493  1.27864  2.28368
H  0.36960  4.49771  2.15768
F  -5.74686  -0.26521  2.89726
C  -4.50643  -0.22886  2.37015
C  -3.71740  0.87928  2.59680
C  -2.44545  0.89809  2.04195
C  -1.93548  -0.16325  1.27346
C  -2.79267  -1.25720  1.08841
C  -4.07317  -1.30414  1.62096
H  -4.09761  1.70038  3.18938
H  -1.84898  1.78712  2.22071
H  -2.47439  -2.11817  0.51032
H  -4.72893  -2.15034  1.46538

Atoms 1-3, force components in eV/Å:
Zr 0.143 -0.485 0.744
Br -0.034 -0.054 -0.033
C 0.064 0.108 0.029

Atom charges from the Mulliken analysis, given in e for atoms 1 to 6: number 1, Zr, carries 0.3230; number 2, Br, carries -0.1814; number 3, C, carries -0.3078; number 4, C, carries -0.3829; number 5, C, carries -0.7549; number 6, C, carries 0.6773


[5]
# C24H16Br4IrN5O4

A structure of composition C24H16Br4IrN5O4 (ωB97M-V/def2-TZVPD, the Open Molecules 2025 dataset).

* LUMO energy (alpha / beta): -3.201 / -5.331 eV
* HOMO level (alpha / beta): -10.79 / -11.30 eV
* frontier orbital gap (alpha / beta): 7.59 / 5.97 eV
* 2S+1: 6
* maximum force: 0.41 eV Å⁻¹
* total charge: +1

Atoms and positions in Å:
Ir  -0.90992  -0.69797  0.00416
O  -0.46244  -3.30218  3.25566
C  -0.43404  -2.76042  2.17031
N  -1.10618  -1.60967  1.85087
C  -1.86610  -1.03045  2.93687
C  -2.27940  0.36767  2.60099
C  -3.03012  1.13832  3.47570
C  -3.35929  2.42864  3.11617
C  -2.93160  2.92140  1.88875
C  -2.20056  2.09577  1.06554
N  -1.88046  0.84027  1.42048
C  0.43293  -3.28408  1.06526
C  1.05738  -4.50866  1.15057
C  1.87222  -4.90031  0.09931
C  2.03846  -4.04887  -0.98200
C  1.37109  -2.83605  -0.99260
N  0.57970  -2.46909  0.01949
H  -1.26521  -1.02641  3.85041
H  -2.74716  -1.63710  3.16770
H  -3.34449  0.72133  4.42378
H  -3.94374  3.04862  3.78346
H  -3.17001  3.92553  1.56898
H  -1.87301  2.42401  0.09052
H  0.89869  -5.12044  2.02730
H  2.37477  -5.85826  0.12524
H  2.67157  -4.31627  -1.81637
H  1.45378  -2.15097  -1.82327
Br  -3.40696  2.14713  -6.03374
C  -2.61287  1.00217  -4.79314
C  -1.78364  -0.08872  -5.25864
Br  -1.52798  -0.33199  -7.09120
C  -1.16923  -0.92645  -4.36842
Br  -0.04728  -2.34333  -4.87383
C  -1.35379  -0.73741  -2.97601
O  -0.81691  -1.46670  -2.08531
C  -2.18932  0.35464  -2.50971
O  -2.30925  0.48387  -1.24909
C  -2.79956  1.21518  -3.45319
Br  -3.82213  2.62553  -2.75344
N  5.35310  2.90139  1.29989
C  4.35204  3.17068  0.43258
O  4.36178  4.11416  -0.32595
C  3.17203  2.21621  0.41645
C  2.17001  2.49024  -0.50376
C  1.07078  1.66136  -0.56303
N  0.94104  0.59275  0.23445
C  1.89888  0.32181  1.11986
C  3.02640  1.11201  1.24315
H  6.14101  3.52790  1.30895
H  5.35869  2.11818  1.92385
H  2.26914  3.34890  -1.15295
H  0.26491  1.84714  -1.26386
H  1.75149  -0.54980  1.74478
H  3.76076  0.83878  1.98802

Atoms 1-3, force components in eV/Å:
Ir -0.060 -0.174 0.362
O -0.094 -0.037 0.051
C 0.034 0.016 0.042

Atom charges from the Mulliken analysis, given in e for atoms 1 to 6: number 1, Ir, carries 2.3947; number 2, O, carries -0.6692; number 3, C, carries 0.0021; number 4, N, carries -0.1999; number 5, C, carries -0.7918; number 6, C, carries 0.5139


[6]
# C24H16Cl2I2N5OSTi

A structure of composition C24H16Cl2I2N5OSTi (ωB97M-V/def2-TZVPD, the Open Molecules 2025 dataset).

* LUMO energy (alpha / beta): 2.122 / 2.122 eV
* HOMO level (alpha / beta): -2.16 / -4.04 eV
* ΔE to the lowest compared entry with this formula, charge and spin: 0.429 eV
* frontier orbital gap (alpha / beta): 4.28 / 6.17 eV
* 2S+1: 3
* maximum force: 1.86 eV Å⁻¹
* total charge: -1

Atoms and positions in Å:
Ti  0.58466  0.00858  0.07725
C  -2.28302  -3.88684  1.99403
N  -2.16984  -2.55076  2.52612
C  -3.12907  -1.88064  3.25458
C  -2.65817  -0.63634  3.46426
N  -1.40943  -0.54540  2.87457
C  -1.10968  -1.73804  2.29140
S  0.25105  -2.20751  1.41077
C  -0.61356  0.64274  2.94389
C  -0.61381  1.32943  4.12633
C  -0.07913  2.63056  4.17758
C  0.31765  3.17360  2.93607
C  0.30582  2.42072  1.79978
N  -0.05039  1.08050  1.76418
H  -3.15483  -4.36188  2.43864
H  -1.38802  -4.45646  2.23714
H  -2.38723  -3.84798  0.90956
H  -4.05751  -2.34935  3.52265
H  -3.09422  0.22186  3.93937
H  -1.04351  0.86158  5.00353
H  -0.02815  3.18500  5.10131
H  0.63559  4.20648  2.85756
H  0.61052  2.83217  0.84612
I  5.67718  -0.83901  1.31985
C  4.81490  0.46106  -0.04691
C  5.61904  1.27586  -0.85794
C  5.07960  2.12615  -1.78845
I  6.38913  3.26918  -2.95711
C  3.67314  2.21981  -1.96924
C  3.00372  3.01667  -2.91505
C  1.63855  2.94040  -2.96976
C  0.92683  2.11943  -2.09558
N  1.51794  1.37691  -1.16468
C  2.88063  1.41898  -1.12412
C  3.43167  0.51427  -0.15925
O  2.59084  -0.18477  0.50475
H  6.69335  1.21892  -0.74636
H  3.56172  3.65365  -3.58569
H  1.08464  3.52344  -3.69324
H  -0.15267  2.04755  -2.11642
Cl  1.24532  -1.81675  -1.97744
C  -0.19597  -1.42714  -2.88118
C  -0.36598  -1.91870  -4.15480
C  -1.51027  -1.56341  -4.86634
C  -2.44286  -0.71709  -4.27953
C  -2.24768  -0.23611  -2.99990
Cl  -3.44369  0.82746  -2.31667
C  -1.11596  -0.56784  -2.20577
N  -0.87181  -0.12424  -0.98283
H  0.38962  -2.56071  -4.58788
H  -1.66642  -1.93325  -5.87067
H  -3.33399  -0.41951  -4.81702

Atoms 1-3, force components in eV/Å:
Ti -0.599 -1.324 1.103
C 0.023 -0.079 -0.035
N 0.078 0.102 0.061

Atom charges from the Mulliken analysis, given in e for atoms 1 to 6: number 1, Ti, carries -0.0692; number 2, C, carries -0.8691; number 3, N, carries 0.1732; number 4, C, carries -0.4612; number 5, C, carries -0.5162; number 6, N, carries 0.4953